This record from the Open Molecules 2025 dataset describes a 2-piece molecular cluster, CH5BO4 overall in a non-equilibrium geometry. The level of theory is the ωB97M-V functional and the def2-TZVPD basis.

Computed properties:
SMILES: O=C(O)BO.O
Electronic energy: -9984.65965 eV
E_LUMO: 0.23 eV
Relative energy (zero: lowest compared OMol25 entry of this formula, charge and spin): 1.616 eV
Kohn-Sham gap: 0.370 hartree

Geometry as ORCA input:
```
! RIJCOSX wB97M-V def2-TZVPD def2/J DEFGRID3
* xyz 0 1
B 1.4378 -0.5155 1.3782
C -0.1859 -0.1819 0.6509
O -0.8900 1.6700 -2.8567
O 1.5510 -1.6880 1.8954
O -0.0524 0.0905 -0.6279
O -1.2565 -0.1776 1.2370
H 2.4389 0.3300 1.3653
H 0.0193 1.3932 -3.0093
H 2.4664 -2.0555 2.1455
H -0.8069 0.3175 -1.1367
H -0.8446 1.8838 -1.9319
*
```



This record from the Open Molecules 2025 dataset describes a 2-piece molecular cluster, CH5BO4 overall in a non-equilibrium geometry. The level of theory is the ωB97M-V functional and the def2-TZVPD basis.

Computed properties:
Electronic energy: -9985.26721 eV
E_LUMO: 0.56 eV
Relative energy (zero: lowest compared OMol25 entry of this formula, charge and spin): 1.009 eV
Kohn-Sham gap: 0.385 hartree

Geometry as ORCA input:
```
! RIJCOSX wB97M-V def2-TZVPD def2/J DEFGRID3
* xyz 0 1
B 1.8775 0.2118 0.2191
C -1.9834 -0.3019 0.3680
O 2.9750 -0.0313 -0.5156
O 0.9627 -0.7787 0.3399
O -2.0635 1.0282 0.1169
O -2.3351 -0.9676 -0.6710
H 1.7786 1.2756 0.7141
H 2.9956 -0.9206 -0.8798
H 0.1734 -0.6527 0.8685
H -1.7960 1.5502 0.8809
H -2.5849 -0.4130 -1.4411
*
```



This record from the Open Molecules 2025 dataset describes a 2-piece molecular cluster, CH5BO4 overall in a non-equilibrium geometry. The level of theory is the ωB97M-V functional and the def2-TZVPD basis.

Computed properties:
SMILES: O=C(O)BO.O
Electronic energy: -9985.72958 eV
E_LUMO: 0.42 eV
Relative energy (zero: lowest compared OMol25 entry of this formula, charge and spin): 0.547 eV
Kohn-Sham gap: 0.387 hartree

Geometry as ORCA input:
```
! RIJCOSX wB97M-V def2-TZVPD def2/J DEFGRID3
* xyz 0 1
B -1.3733 -1.2285 0.5304
C -0.2339 -0.0403 0.1837
O 1.9183 2.1113 -0.3011
O -1.4233 -2.0924 -0.4714
O 0.9598 -0.2262 0.7115
O -0.5025 0.9208 -0.5128
H -2.1518 -1.3646 1.4867
H 0.9602 2.0968 -0.4788
H -2.0584 -2.8082 -0.4641
H 1.5540 0.5395 0.4748
H 2.3508 2.0917 -1.1588
*
```



This record from the Open Molecules 2025 dataset describes CH5Br2NOP as an isolated structure in a non-equilibrium geometry. The level of theory is the ωB97M-V functional and the def2-TZVPD basis.

Computed properties:
Expectation value of S²: 2.01
Electronic energy: -154019.77210 eV
E_LUMO (alpha / beta): -3.93 / -8.40 eV
Kohn-Sham gap (alpha / beta): 0.286 / 0.239 hartree

Geometry as ORCA input:
```
! RIJCOSX wB97M-V def2-TZVPD def2/J DEFGRID3
* xyz 1 3
C 0.8294 0.1528 0.6394
N 1.0989 -0.0191 -0.7868
O -2.3423 -0.1815 1.9039
P -1.5934 -0.0959 0.6800
Br -1.6763 -1.8990 -0.6403
Br -2.0237 1.6703 -0.6176
H 0.9901 1.1612 0.9890
H 1.2571 -0.6123 1.2678
H 2.0993 0.1077 -1.0119
H 0.8052 -0.9615 -1.0970
H 0.5556 0.6774 -1.3265
*
```



This record from the Open Molecules 2025 dataset describes a 2-piece molecular cluster, CH5BrP2 overall in a non-equilibrium geometry. The level of theory is the ωB97M-V functional and the def2-TZVPD basis.

Computed properties:
Electronic energy: -89734.35827 eV
E_LUMO (alpha / beta): -0.79 / -0.55 eV
Relative energy (zero: lowest compared OMol25 entry of this formula, charge and spin): 3.453 eV
Kohn-Sham gap (alpha / beta): 0.279 / 0.275 hartree

Geometry as ORCA input:
```
! RIJCOSX wB97M-V def2-TZVPD def2/J DEFGRID3
* xyz 0 1
C -1.4418 1.0503 -0.4463
P 1.3988 -1.3638 -0.3280
P 1.0849 0.4660 0.6329
Br -2.5759 -0.3955 -0.0681
H -1.5555 1.9724 0.0914
H -1.3857 1.0543 -1.4745
H 2.6358 -0.9237 -0.7775
H 1.8432 -1.8923 0.7621
H -0.0038 0.0323 1.6080
*
```



This record from the Open Molecules 2025 dataset describes a 2-piece molecular cluster, CH5ClNOP overall in a non-equilibrium geometry. The level of theory is the ωB97M-V functional and the def2-TZVPD basis.

Computed properties:
Electronic energy: -26464.76074 eV
E_LUMO (alpha / beta): 0.24 / -0.62 eV
Relative energy (zero: lowest compared OMol25 entry of this formula, charge and spin): 4.201 eV
Kohn-Sham gap (alpha / beta): 0.298 / 0.271 hartree

Geometry as ORCA input:
```
! RIJCOSX wB97M-V def2-TZVPD def2/J DEFGRID3
* xyz 0 1
C -0.3462 -2.1662 2.0136
N 1.3626 1.9777 -1.7727
O -0.9241 -1.2512 1.3199
P -1.2049 0.2627 0.8775
Cl -2.2110 -0.1048 -0.8981
H 0.0978 -1.9013 2.9024
H -0.1662 -3.1000 1.6018
H 0.4109 1.6874 -1.4981
H 1.6775 1.6158 -2.6570
H 1.3036 2.9798 -1.8893
*
```



This record from the Open Molecules 2025 dataset describes a 2-piece molecular cluster, CH5ClNP overall in a non-equilibrium geometry. The level of theory is the ωB97M-V functional and the def2-TZVPD basis.

Computed properties:
Expectation value of S²: 2.01
Electronic energy: -24415.90934 eV
E_LUMO (alpha / beta): 0.67 / -1.57 eV
Relative energy (zero: lowest compared OMol25 entry of this formula, charge and spin): 0.184 eV
Kohn-Sham gap (alpha / beta): 0.329 / 0.309 hartree

Geometry as ORCA input:
```
! RIJCOSX wB97M-V def2-TZVPD def2/J DEFGRID3
* xyz 0 3
C 0.1339 -0.4175 -0.9494
N 0.0304 0.0417 0.3936
P -3.0216 0.5769 1.0486
Cl -3.6008 -0.3631 -0.6932
H -0.4279 -1.3172 -1.0288
H -0.1909 0.2152 -1.8160
H 1.3027 -0.7081 -1.1999
H 0.3011 0.9659 0.2944
H -3.2343 1.9537 0.8382
*
```



This record from the Open Molecules 2025 dataset describes a 2-piece molecular cluster, CH5ClO2SSi overall in a non-equilibrium geometry. The level of theory is the ωB97M-V functional and the def2-TZVPD basis.

Computed properties:
Electronic energy: -36447.74718 eV
E_LUMO (alpha / beta): -2.23 / -2.24 eV
Relative energy (zero: lowest compared OMol25 entry of this formula, charge and spin): 1.567 eV
Kohn-Sham gap (alpha / beta): 0.277 / 0.277 hartree

Geometry as ORCA input:
```
! RIJCOSX wB97M-V def2-TZVPD def2/J DEFGRID3
* xyz 0 1
C 1.4734 0.5289 -0.6864
O -0.8809 0.1350 1.1828
O 1.2486 2.1862 1.2403
Si -2.1682 -0.4085 0.4988
S 0.4738 1.7470 0.1239
Cl -3.1126 0.9480 -0.7197
H 1.9120 -0.2489 -0.1019
H 1.0685 0.1332 -1.5904
H 2.3310 1.1494 -0.9108
H -2.0344 -1.7311 -0.2857
H -3.1147 -0.9093 1.6355
*
```